{"formula": "C17H45ClNO6P2", "method": "ωB97M-V/def2-TZVPD", "e_tot_ha": -2323.79229, "homo_energy_ev": -3.70, "homo_lumo_gap_ev": 6.00, "total_charge": -1, "elements": ["C", "C", "N", "P", "C", "C", "O", "Cl", "O", "C", "C", "C", "C", "C", "C", "P", "C", "O", "H", "H", "H", "H", "H", "H", "H", "H", "H", "H", "H", "H", "H", "H", "H", "H", "H", "H", "H", "H", "H", "H", "H", "H", "H", "H", "H", "C", "C", "O", "H", "H", "H", "H", "H", "H", "C", "C", "O", "H", "H", "H", "H", "H", "H", "C", "C", "O", "H", "H", "H", "H", "H", "H"], "xyz": [[-0.79421, 0.95194, -2.28494], [-0.44749, 0.09947, -1.02961], [-1.47647, 0.21456, -0.03773], [-1.20262, -0.25342, 1.65780], [0.02404, -1.75507, 1.28836], [1.46379, -1.48717, 1.37434], [2.12568, -1.29360, 2.38012], [2.43603, -1.53430, -0.22779], [0.09990, 0.88008, 1.84645], [0.01548, 2.16991, 1.34960], [1.35507, 2.87575, 1.57168], [2.48515, 2.14093, 0.86589], [1.29321, 4.34340, 1.14934], [0.92621, 4.54328, -0.31404], [0.40800, 5.21286, 2.02744], [-2.85491, 1.11862, 2.45237], [-2.10346, 1.99620, 3.91046], [-3.18404, 2.35725, 1.33216], [-1.76979, 1.39923, -2.18207], [-0.08643, 1.76519, -2.40016], [-0.72127, 0.36086, -3.18954], [0.46473, 0.50296, -0.62852], [-0.28702, -0.90701, -1.39722], [-2.37334, -0.11477, -0.34689], [-1.06864, -0.58673, 3.06552], [-2.25945, -1.23948, 1.54852], [-0.14230, -2.40383, 2.13614], [-0.27476, -2.34457, 0.43522], [-0.19242, 2.23326, 0.28615], [-0.73383, 2.80167, 1.81757], [1.52150, 2.85979, 2.64377], [2.17393, 1.66087, -0.04919], [2.93433, 1.43459, 1.54315], [3.24694, 2.86637, 0.59588], [2.29930, 4.73638, 1.26270], [1.48439, 3.87480, -0.95247], [-0.13202, 4.42979, -0.48611], [1.19702, 5.55385, -0.60362], [0.85258, 5.42544, 2.99043], [-0.58437, 4.80960, 2.17324], [0.27650, 6.16945, 1.53452], [-2.77028, 1.99280, 4.75527], [-1.88238, 3.01911, 3.62168], [-1.16125, 1.52096, 4.14519], [-4.10656, 2.55410, 1.47295], [-2.05565, -4.42078, -3.23907], [-1.19982, -3.52460, -2.36138], [-1.62005, -3.57285, -1.00039], [-3.10378, -4.12522, -3.17130], [-1.74298, -4.36711, -4.28340], [-1.98806, -5.46107, -2.91161], [-1.28472, -2.48649, -2.67584], [-0.14576, -3.81582, -2.42767], [-1.53819, -4.48227, -0.70173], [-5.43781, -7.96281, -1.33879], [-4.21871, -7.23630, -1.87724], [-3.91257, -7.65074, -3.20837], [-5.27418, -9.04073, -1.35475], [-5.65827, -7.65587, -0.31559], [-6.31411, -7.75466, -1.95729], [-3.34201, -7.45746, -1.27105], [-4.37754, -6.15347, -1.86428], [-4.67241, -7.44722, -3.75885], [7.56426, 2.66062, -0.03207], [6.41417, 3.61536, -0.29965], [5.91998, 3.47686, -1.62896], [8.37537, 2.83703, -0.73981], [7.94953, 2.78195, 0.98174], [7.23984, 1.62519, -0.15487], [6.74322, 4.64790, -0.19210], [5.59976, 3.44109, 0.41044], [5.60603, 2.57412, -1.73012]], "mulliken_charge": [-1.51, 0.92, -0.19, -0.11, -0.62, 0.61, -0.57, -0.31, -0.34, 0.07, 0.84, -1.16, 0.53, -1.74, -1.63, -0.14, -0.77, -0.45, 0.36, 0.26, 0.40, -0.76, 0.00, 0.37, 0.03, 0.06, 0.64, 0.20, 0.12, -0.58, 0.30, 0.12, 0.29, 0.10, 0.37, 0.32, 0.32, 0.53, 0.37, 0.26, 0.45, 0.47, 0.12, 0.17, 0.30, -1.12, 0.04, -0.51, 0.26, 0.38, 0.27, 0.14, 0.25, 0.24, -1.17, -0.07, -0.52, 0.28, 0.34, 0.34, 0.29, 0.21, 0.29, -1.07, 0.08, -0.53, 0.27, 0.32, 0.32, 0.30, 0.00, 0.31]}

---

{"formula": "C44H68F4INO7S", "method": "ωB97M-V/def2-TZVPD", "e_tot_ha": -3393.21245, "homo_energy_ev": -7.67, "homo_lumo_gap_ev": 7.01, "smiles": "CCCCCCCCCCCCCCCCc1cccc2c1Nc1c(COC(F)(F)F)c(I)c(CC)c(F)c1S2.CCOC(C)=O.CCOC(C)=O.CCOC(C)=O", "elements": ["C", "C", "C", "C", "C", "C", "C", "C", "C", "C", "C", "C", "C", "C", "C", "C", "C", "C", "C", "C", "C", "C", "N", "C", "C", "C", "O", "C", "F", "F", "F", "C", "I", "C", "C", "C", "C", "F", "C", "S", "H", "H", "H", "H", "H", "H", "H", "H", "H", "H", "H", "H", "H", "H", "H", "H", "H", "H", "H", "H", "H", "H", "H", "H", "H", "H", "H", "H", "H", "H", "H", "H", "H", "H", "H", "H", "H", "H", "H", "H", "H", "H", "H", "H", "O", "C", "O", "C", "C", "C", "H", "H", "H", "H", "H", "H", "H", "H", "O", "C", "O", "C", "C", "C", "H", "H", "H", "H", "H", "H", "H", "H", "O", "C", "O", "C", "C", "C", "H", "H", "H", "H", "H", "H", "H", "H"], "xyz": [[1.00646, 2.68905, 3.94842], [-0.56242, 2.41105, 3.43849], [-1.33132, 1.73500, 4.72040], [-2.74878, 0.99115, 4.36722], [-2.68684, -0.07638, 3.12593], [-1.33459, -1.00052, 3.06506], [-0.84944, -1.62363, 4.50157], [0.79050, -1.31728, 4.62389], [1.68921, -2.65461, 4.29698], [3.05758, -2.36879, 3.43682], [2.79304, -2.17382, 1.80437], [3.96207, -1.15595, 1.26949], [3.84667, -1.11029, -0.39846], [5.30679, -0.57048, -0.92791], [5.27422, 0.18667, -2.38286], [5.30236, 1.82307, -2.30889], [4.08866, 2.49249, -1.41394], [4.59525, 3.51659, -0.19221], [3.54755, 4.32128, 0.78174], [1.93745, 4.06539, 0.50292], [1.44232, 3.04060, -0.72323], [2.46102, 2.22370, -1.70414], [2.14790, 1.30852, -2.84216], [0.70466, 0.96788, -3.03758], [0.37850, -0.21566, -4.17752], [1.66979, -0.90970, -4.93726], [2.56641, 0.04268, -5.60907], [1.91506, 0.73753, -6.72938], [1.17417, 1.98636, -6.31153], [3.03623, 1.24695, -7.60522], [1.07799, -0.11820, -7.60153], [-1.18745, -0.67028, -4.55223], [-1.59700, -2.19626, -6.13074], [-2.51607, 0.00996, -3.79409], [-3.97066, -0.50648, -4.30038], [-5.27671, -0.01911, -3.46230], [-2.17398, 1.14375, -2.66751], [-3.26403, 1.83422, -1.94821], [-0.60844, 1.59804, -2.29605], [-0.40384, 2.89278, -0.96437], [1.43254, 3.71190, 3.57212], [1.71207, 1.76681, 3.76378], [0.91765, 2.79089, 5.13248], [-0.98236, 3.45765, 3.11058], [-0.51233, 1.74370, 2.47821], [-0.63009, 1.02145, 5.36848], [-1.60164, 2.63366, 5.45679], [-3.53447, 1.83209, 4.05290], [-3.20198, 0.45547, 5.30412], [-2.72753, 0.52917, 2.09779], [-3.67096, -0.73972, 3.15353], [-1.60527, -1.93631, 2.37495], [-0.46975, -0.43561, 2.46778], [-1.00337, -2.80498, 4.52351], [-1.40239, -1.20194, 5.44248], [1.03749, -0.98367, 5.74332], [1.14197, -0.43663, 3.93530], [1.07438, -3.51975, 3.75319], [2.00318, -3.10723, 5.35400], [3.60285, -1.38403, 3.79091], [3.84911, -3.24024, 3.55127], [2.85601, -3.17698, 1.20353], [1.75432, -1.68788, 1.55950], [3.79717, -0.09094, 1.72752], [5.04065, -1.55647, 1.58691], [3.59095, -2.17986, -0.85167], [2.94500, -0.41134, -0.66216], [5.85395, 0.16110, -0.17846], [5.98169, -1.54449, -1.07316], [4.37023, -0.23467, -2.99752], [6.26630, -0.14675, -2.95725], [5.13211, 2.21631, -3.42301], [6.37523, 2.21061, -1.95932], [5.74384, 3.72031, -0.02031], [3.96131, 5.05598, 1.60883], [1.18080, 4.64152, 1.19652], [2.43537, 1.83803, -3.71961], [1.39792, -1.77503, -5.67320], [2.31613, -1.41295, -4.06869], [-4.07786, -0.17072, -5.44223], [-3.98621, -1.70035, -4.28083], [-6.25475, -0.49788, -3.92010], [-5.25988, -0.30824, -2.31977], [-5.42904, 1.15727, -3.55895], [-9.07911, 3.28575, 0.99815], [-8.71418, 3.28058, -0.17606], [-7.40173, 3.36404, -0.48444], [-6.85785, 3.16241, -1.80249], [-6.89797, 4.44788, -2.60456], [-9.72043, 3.27743, -1.28888], [-7.35466, 2.33123, -2.31149], [-5.81425, 2.85925, -1.66401], [-7.92344, 4.79547, -2.75639], [-6.43208, 4.30606, -3.58394], [-6.36875, 5.24660, -2.07435], [-10.03913, 4.30319, -1.49090], [-10.58590, 2.68731, -0.97028], [-9.35950, 2.81469, -2.20579], [-0.19427, -2.38629, 7.32430], [-0.87900, -2.38418, 8.34563], [-2.16694, -1.97911, 8.30439], [-3.10557, -2.12931, 9.38613], [-3.00505, -0.96588, 10.35241], [-0.27406, -2.73949, 9.67180], [-2.98805, -3.09897, 9.87878], [-4.10287, -2.13300, 8.93273], [-2.01815, -0.91570, 10.82033], [-3.75789, -1.05340, 11.14102], [-3.15393, -0.01719, 9.82612], [0.20070, -1.85373, 10.10145], [0.48462, -3.51205, 9.50948], [-0.98590, -3.15853, 10.38088], [5.01445, -6.23159, -7.18269], [4.72251, -5.15887, -7.70807], [5.53973, -4.09083, -7.58150], [5.39722, -2.86139, -8.31764], [4.43290, -1.92359, -7.61909], [3.41188, -4.98737, -8.41784], [5.11984, -3.05433, -9.35812], [6.39016, -2.39926, -8.34417], [3.42858, -2.35146, -7.55825], [4.37084, -0.96903, -8.14948], [4.75911, -1.73539, -6.59082], [2.63706, -4.73393, -7.68985], [3.15494, -5.93497, -8.90244], [3.43547, -4.23959, -9.20866]], "mulliken_charge": [-0.85, 0.07, -0.39, -0.65, -0.62, -0.18, 0.04, 0.22, -0.69, -0.71, -0.16, -0.66, 0.04, -0.86, 0.12, -0.83, 0.47, -0.70, -0.58, -0.51, 0.11, 0.03, 0.69, -0.03, 0.63, -0.49, -0.20, 0.76, -0.24, -0.28, -0.20, -1.23, -0.01, 0.81, -0.58, -0.88, 0.00, -0.26, -0.03, -0.18, 0.31, 0.05, 0.30, 0.33, -0.10, 0.10, 0.39, 0.34, 0.19, 0.11, 0.34, 0.34, -0.21, 0.46, -0.27, 0.29, -0.31, 0.26, 0.23, 0.26, 0.34, 0.36, -0.03, 0.25, 0.28, 0.35, -0.04, 0.25, 0.30, -0.28, 0.40, 0.26, 0.32, 0.19, 0.28, 0.33, 0.30, 0.28, 0.18, 0.32, 0.36, 0.36, 0.30, 0.03, -0.59, 0.71, -0.35, -0.04, -1.02, -0.86, 0.31, 0.06, 0.31, 0.34, 0.32, 0.24, 0.29, 0.29, -0.49, 0.85, -0.39, -0.41, -0.97, -1.22, 0.35, 0.32, 0.27, 0.37, 0.29, 0.27, 0.33, 0.38, -0.58, 0.74, -0.36, -0.72, -0.49, -0.86, 0.40, 0.35, 0.12, 0.31, 0.27, 0.19, 0.30, 0.32]}

---

{"formula": "C10H16", "method": "ωB97M-V/def2-TZVPD", "e_tot_ha": -390.53765, "homo_energy_ev": -9.02, "homo_lumo_gap_ev": 10.05, "relative_energy_kcal_mol": 61.6, "smiles": "Cc1ccccc1.CCC", "elements": ["C", "C", "C", "C", "C", "C", "C", "H", "H", "H", "H", "H", "H", "H", "H", "C", "C", "C", "H", "H", "H", "H", "H", "H", "H", "H"], "xyz": [[2.22947, 1.69164, -1.93397], [0.71783, -1.10281, -0.00064], [1.02251, -0.19403, -0.94392], [1.60234, -1.19553, 1.12103], [2.21263, 0.56446, -0.85410], [2.88332, -0.62780, 1.13937], [3.09468, 0.43092, 0.14520], [-0.34127, -1.39928, 0.01937], [0.43513, -0.17315, -1.93424], [1.41611, -1.79529, 2.08079], [3.65481, -0.66056, 1.87218], [1.92300, 1.28650, -2.88121], [3.22071, 2.16473, -2.10906], [3.98865, 0.98623, 0.19679], [1.57763, 2.51011, -1.74648], [-2.78958, -0.81376, 0.52515], [-2.62327, -0.03289, -0.81559], [-2.77101, 0.09034, 1.79564], [-3.70664, -1.37168, 0.27835], [-2.14477, -1.57844, 0.63590], [-1.80999, -0.59123, -1.45913], [-1.78783, 0.64307, 1.90167], [-3.44390, 0.81763, 1.93636], [-2.23412, 0.90064, -0.26760], [-3.59539, 0.14952, -1.23474], [-2.73104, -0.69935, 2.53290]], "nbo_charge": [-0.63, -0.24, -0.20, -0.22, -0.02, -0.20, -0.21, 0.22, 0.21, 0.22, 0.22, 0.21, 0.21, 0.21, 0.22, -0.39, -0.62, -0.61, 0.20, 0.19, 0.21, 0.20, 0.20, 0.21, 0.21, 0.21]}

---

{"formula": "C31H25Co2O6Sn", "method": "ωB97M-V/def2-TZVPD", "e_tot_ha": -4627.02971, "homo_energy_ev": -10.79, "homo_lumo_gap_ev": 4.48, "relative_energy_kcal_mol": 21.8, "total_charge": 1, "elements": ["C", "C", "C", "C", "Sn", "C", "C", "C", "C", "C", "C", "C", "C", "C", "C", "C", "C", "C", "C", "C", "C", "C", "C", "H", "H", "H", "H", "H", "H", "H", "H", "H", "H", "H", "H", "H", "H", "H", "H", "H", "H", "H", "H", "H", "H", "O", "C", "Co", "C", "O", "C", "O", "C", "C", "C", "Co", "C", "O", "C", "O", "C", "O", "H", "H", "H"], "xyz": [[-0.63087, -0.06285, -2.12560], [-0.34441, 1.38506, -1.88523], [-1.38355, 2.25160, -1.87755], [1.07467, 1.82397, -1.69531], [1.59015, 1.98489, 0.41819], [3.71843, 2.35005, 0.68507], [4.14437, 3.09830, 1.78238], [5.51685, 3.31850, 1.97960], [6.44930, 2.79942, 1.07142], [6.00826, 2.06132, -0.03424], [4.63631, 1.83208, -0.22960], [0.50171, 3.61707, 1.34345], [0.09385, 3.49348, 2.66917], [-0.62827, 4.53445, 3.27256], [-0.93554, 5.69029, 2.54328], [-0.51353, 5.80442, 1.21254], [0.21667, 4.76777, 0.60953], [0.97609, 0.09476, 1.28475], [1.90629, -0.93732, 1.37951], [1.50598, -2.18107, 1.88714], [0.18181, -2.38333, 2.29021], [-0.74244, -1.33530, 2.19888], [-0.34288, -0.08952, 1.68846], [0.27180, -0.67225, -2.09722], [-1.33190, -0.46285, -1.38380], [-1.12566, -0.21429, -3.09256], [-1.21815, 3.31814, -1.74185], [-2.39385, 1.89741, -2.07850], [1.79220, 1.08423, -2.07801], [1.28840, 2.82834, -2.09219], [3.42766, 3.51755, 2.49264], [5.85351, 3.89807, 2.84163], [7.51652, 2.97096, 1.22645], [6.72958, 1.66158, -0.75034], [4.31235, 1.24949, -1.09527], [0.32760, 2.59667, 3.24608], [-0.95148, 4.43497, 4.31032], [-1.50230, 6.49859, 3.01121], [-0.74561, 6.70263, 0.63672], [0.55450, 4.87983, -0.42295], [2.94045, -0.78648, 1.06558], [2.23617, -2.98862, 1.97108], [-0.13419, -3.35265, 2.68181], [-1.77197, -1.47506, 2.53824], [-1.07219, 0.72223, 1.62693], [-5.07178, -5.05577, 1.52521], [-4.50279, -5.34616, 0.55917], [-3.60050, -5.58083, -0.92452], [-2.03075, -5.53015, -0.12615], [-1.02572, -5.38580, 0.43238], [-4.17931, -7.22471, -1.27312], [-4.62946, -8.27064, -1.48357], [-3.88793, -3.72872, -1.73969], [-3.11385, -2.61461, -1.39717], [-3.06973, -1.49941, -0.64677], [-2.42236, -3.59029, -2.71647], [-0.74466, -3.44499, -2.13717], [0.37384, -3.30578, -1.85926], [-2.26400, -2.54652, -4.18203], [-1.99731, -1.92689, -5.11602], [-2.40366, -5.23392, -3.47113], [-2.25641, -6.21301, -4.07024], [-4.95002, -3.64430, -1.98791], [-2.62877, -1.45841, 0.35864], [-3.59750, -0.62559, -1.02879]], "nbo_charge": [-0.61, 0.00, -0.42, -0.84, 1.62, -0.32, -0.26, -0.20, -0.19, -0.21, -0.27, -0.32, -0.28, -0.19, -0.21, -0.20, -0.26, -0.42, -0.21, -0.20, -0.22, -0.27, -0.19, 0.23, 0.17, 0.22, 0.21, 0.18, 0.23, 0.25, 0.22, 0.22, 0.22, 0.22, 0.21, 0.21, 0.22, 0.22, 0.22, 0.21, 0.22, 0.23, 0.22, 0.20, 0.21, -0.44, 0.60, 0.14, 0.43, -0.45, 0.49, -0.42, -0.52, 0.03, -0.10, -0.05, 0.54, -0.42, 0.55, -0.42, 0.56, -0.42, 0.26, 0.30, 0.28]}